(1)
The following is a quantum chemistry calculation of a 9-piece molecular cluster, C4H27NO10 overall, from the OMol25 dataset.

Values from the calculation:
Net charge = 0
SMILES string = C[C@H](CO)NCO.O.O.O.O.O.O.O.O
ΔE to the lowest compared entry with this formula, charge and spin = 208.98 kJ/mol
Max |F| = 0.0645 hartree/bohr

Element x y z (Å)
C  0.23  1.49  0.61
C  -0.85  0.55  1.16
C  -0.58  0.39  2.72
O  0.55  1.08  3.15
N  -0.88  -0.74  0.44
C  -1.85  -0.84  -0.68
O  -1.20  -0.34  -1.85
H  -0.07  1.61  -0.45
H  0.27  2.46  1.20
H  1.22  1.12  0.81
H  -1.82  1.01  1.14
H  -0.21  -0.66  2.84
H  -1.48  0.64  3.21
H  0.34  2.03  3.33
H  0.01  -1.08  0.09
H  -2.16  -1.87  -0.82
H  -2.80  -0.28  -0.60
H  -0.46  -0.97  -2.02
O  1.11  -1.78  -2.07
H  1.74  -1.20  -1.57
H  1.21  -2.70  -1.80
O  3.51  0.50  1.62
H  2.69  0.35  2.11
H  3.84  1.38  1.69
O  2.71  0.02  -0.86
H  3.43  -0.19  -1.50
H  3.16  0.01  0.02
O  -1.55  2.06  -3.19
H  -1.16  1.40  -2.62
H  -0.77  2.35  -3.67
O  -2.15  3.40  2.09
H  -2.66  3.13  2.83
H  -2.56  4.02  1.51
O  1.85  1.72  -2.88
H  1.98  1.11  -2.16
H  2.13  1.35  -3.69
O  -2.03  -3.33  1.34
H  -1.69  -2.46  1.02
H  -1.56  -3.66  2.12
O  -0.07  -3.97  -0.88
H  -0.27  -4.64  -0.22
H  0.10  -3.19  -0.35

(2)
The following is a quantum chemistry calculation of a 10-piece molecular cluster, C4H27NO11 overall, from the OMol25 dataset.

Values from the calculation:
Net charge = 0
SMILES string = NC(=O)CCCO.O.O.O.O.O.O.O.O.O
ΔE to the lowest compared entry with this formula, charge and spin = 306.91 kJ/mol
Max |F| = 0.0434 hartree/bohr

Element x y z (Å)
N  -1.14  -0.97  -1.13
C  -0.78  0.10  -0.39
O  0.28  0.68  -0.57
C  -1.70  0.36  0.79
C  -1.59  -0.62  1.99
C  -1.21  -2.08  1.72
O  0.19  -2.26  1.52
H  -1.94  -1.53  -0.92
H  -0.72  -1.25  -1.98
H  -1.63  1.36  1.22
H  -2.73  0.34  0.45
H  -0.95  -0.27  2.80
H  -2.61  -0.76  2.35
H  -1.48  -2.63  2.62
H  -1.71  -2.49  0.88
H  0.59  -1.70  2.19
O  3.06  2.08  -1.95
H  3.63  1.90  -1.19
H  2.35  1.52  -1.60
O  1.78  -1.30  3.65
H  2.16  -2.14  3.35
H  2.60  -0.91  3.99
O  2.64  -1.16  -1.14
H  2.10  -0.57  -1.65
H  2.04  -1.61  -0.54
O  3.02  0.71  1.48
H  2.23  0.68  2.00
H  2.77  0.34  0.62
O  -2.55  -0.58  -3.69
H  -2.30  -0.51  -4.61
H  -3.44  -0.37  -3.44
O  -1.58  3.14  0.30
H  -2.12  3.88  0.65
H  -0.95  3.77  -0.10
O  0.96  4.34  -0.17
H  1.50  3.63  0.19
H  1.45  4.62  -0.94
O  0.98  -4.32  -0.21
H  0.51  -5.16  -0.26
H  0.41  -3.69  0.25
O  -3.42  1.34  -1.77
H  -2.48  1.26  -1.85
H  -3.54  1.63  -0.86

(3)
The following is a quantum chemistry calculation of a 9-piece molecular cluster, C4H28N2O9 overall, from the OMol25 dataset.

Values from the calculation:
Net charge = 0
SMILES string = NCCNCCO.O.O.O.O.O.O.O.O
ΔE to the lowest compared entry with this formula, charge and spin = 257.72 kJ/mol
Max |F| = 0.0382 hartree/bohr

Element x y z (Å)
N  1.80  1.42  -1.45
C  0.40  1.81  -1.49
C  -0.45  0.81  -0.64
N  0.30  0.04  0.37
C  -0.53  -0.85  1.18
C  -1.01  -0.31  2.54
O  -2.39  0.02  2.39
H  2.02  0.48  -1.75
H  2.47  2.03  -1.90
H  -0.02  1.63  -2.50
H  0.33  2.81  -1.06
H  -1.24  1.34  -0.13
H  -0.78  0.07  -1.37
H  0.80  0.67  0.99
H  -1.43  -1.13  0.62
H  0.10  -1.74  1.23
H  -0.72  -0.90  3.44
H  -0.52  0.66  2.77
H  -2.90  -0.20  3.16
O  2.46  -2.83  -0.69
H  3.41  -2.83  -0.81
H  2.33  -2.00  -0.18
O  -3.98  0.58  -0.22
H  -3.72  -0.23  -0.70
H  -3.57  0.61  0.65
O  3.24  -0.47  0.74
H  3.09  0.04  1.55
H  2.49  -0.13  0.21
O  -0.36  3.58  1.59
H  -0.88  3.81  0.83
H  -0.87  3.88  2.35
O  2.39  2.19  1.52
H  1.49  2.54  1.70
H  2.53  1.83  0.64
O  0.65  -0.91  -3.30
H  -0.02  -1.12  -2.65
H  1.13  -1.74  -3.32
O  -2.78  -1.55  -1.22
H  -3.12  -2.03  -1.97
H  -2.19  -2.26  -0.89
O  -0.23  -2.95  -0.88
H  -0.47  -3.79  -0.50
H  0.75  -2.87  -0.86

(4)
The following is a quantum chemistry calculation of a 10-piece molecular cluster, C4H28NO10 overall, from the OMol25 dataset.

Values from the calculation:
Net charge = +1
ΔE to the lowest compared entry with this formula, charge and spin = 80.85 kJ/mol
Max |F| = 0.0755 hartree/bohr

Element x y z (Å)
O  0.19  -0.30  -1.58
C  -0.71  0.48  -1.54
C  -1.65  0.92  -0.41
C  -1.33  2.39  -0.10
C  -2.07  3.44  -0.95
N  -1.22  0.11  0.86
H  -0.99  1.15  -2.38
H  -2.62  0.50  -0.60
H  -0.23  2.50  -0.21
H  -1.30  2.66  0.95
H  -1.46  4.35  -1.11
H  -2.42  3.07  -1.91
H  -2.81  3.86  -0.26
H  -0.34  -0.41  0.74
H  -1.79  -0.72  1.05
H  -1.07  0.75  1.66
H  -0.37  -0.31  -4.42
H  -1.52  -1.24  -4.10
O  -1.31  -0.31  -4.18
H  -0.66  1.61  4.00
H  0.51  1.38  2.88
O  -0.35  1.72  3.11
H  -4.19  -2.57  0.20
H  -4.04  -1.45  -0.80
O  -3.95  -1.64  0.14
H  2.64  1.70  0.34
H  2.87  2.84  -0.57
O  2.16  2.26  -0.29
H  3.62  -1.03  -0.42
H  4.61  -2.14  -0.57
O  4.57  -1.19  -0.47
H  -0.56  -3.99  1.92
H  0.06  -3.38  0.75
O  -0.46  -3.13  1.53
H  0.93  -1.05  2.76
H  1.83  -0.23  1.71
O  1.02  -0.26  2.25
H  0.13  -4.34  -1.53
H  1.57  -3.97  -1.65
O  0.70  -3.56  -1.58
H  4.08  -0.19  0.81
H  4.32  -0.25  2.29
O  3.61  -0.03  1.68

(5)
The following is a quantum chemistry calculation of a 10-piece molecular cluster, C4H28O10 overall, from the OMol25 dataset.

Values from the calculation:
Net charge = 0
SMILES string = CCO.CCO.O.O.O.O.O.O.O.O
ΔE to the lowest compared entry with this formula, charge and spin = 62.21 kJ/mol
Max |F| = 0.0522 hartree/bohr

Element x y z (Å)
C  0.41  -0.15  -3.38
C  -0.97  -0.52  -3.95
O  -1.82  -1.06  -2.93
H  0.29  0.71  -2.71
H  1.04  0.20  -4.20
H  0.94  -0.98  -2.92
H  -0.90  -1.29  -4.72
H  -1.45  0.37  -4.34
H  -1.43  -1.87  -2.58
C  0.73  1.58  2.30
C  1.83  1.69  3.42
O  2.84  0.72  3.13
H  1.05  1.61  1.26
H  0.02  2.40  2.46
H  0.14  0.67  2.43
H  1.36  1.51  4.39
H  2.22  2.70  3.39
H  3.34  0.96  2.34
O  -0.47  -0.21  -0.23
H  -1.02  -0.99  -0.18
H  0.40  -0.51  0.02
O  2.73  0.70  -0.32
H  2.99  0.41  -1.19
H  2.45  1.61  -0.44
O  1.18  -1.54  3.48
H  1.17  -1.73  2.54
H  1.59  -0.68  3.54
O  -2.62  -0.10  1.98
H  -2.26  -0.73  1.36
H  -2.21  -0.33  2.82
O  1.71  -1.68  0.76
H  1.83  -2.15  -0.07
H  2.38  -0.99  0.74
O  -1.96  -2.40  0.31
H  -1.79  -3.31  0.08
H  -2.84  -2.22  -0.03
O  -3.40  0.56  -1.59
H  -2.75  0.06  -2.09
H  -4.08  -0.08  -1.38
O  -1.26  2.44  -1.27
H  -0.92  1.61  -0.95
H  -0.50  3.02  -1.28

(6)
The following is a quantum chemistry calculation of a 12-piece molecular cluster, C4H29N2O11 overall, from the OMol25 dataset.

Values from the calculation:
Net charge = +1
ΔE to the lowest compared entry with this formula, charge and spin = 457.99 kJ/mol
Max |F| = 0.1750 hartree/bohr

Element x y z (Å)
C  2.41  1.01  -1.86
C  0.94  1.11  -1.85
C  0.07  0.19  -2.42
N  -1.31  0.61  -2.07
C  -1.22  1.71  -1.33
N  0.17  2.07  -1.19
H  2.75  0.66  -0.88
H  2.92  1.97  -1.98
H  2.92  0.41  -2.72
H  0.33  -0.75  -2.72
H  -2.12  0.04  -2.16
H  -2.05  2.33  -0.83
H  0.48  2.89  -0.60
H  1.64  -2.10  1.08
H  1.14  -2.73  -0.25
O  1.26  -1.89  0.11
H  3.31  0.06  4.60
H  2.42  0.33  3.29
O  2.92  -0.34  3.77
H  -2.60  2.54  -4.56
H  -1.85  1.38  -5.19
O  -2.45  1.61  -4.41
H  -0.10  -5.37  -1.57
H  1.36  -5.22  -2.04
O  0.57  -4.76  -1.88
H  -3.18  -1.07  2.75
H  -2.39  -1.62  1.41
O  -2.88  -0.97  1.84
H  -1.94  1.15  2.16
H  -2.02  2.26  1.14
O  -1.69  2.07  2.02
H  -0.24  -3.59  3.64
H  -1.15  -2.70  2.80
O  -0.53  -3.27  2.88
H  -3.02  -3.35  -0.16
H  -1.82  -2.71  -0.88
O  -2.23  -2.86  0.09
H  -4.23  0.45  -0.75
H  -3.02  -0.23  0.11
O  -3.29  0.51  -0.49
H  4.44  2.27  1.49
H  4.38  0.86  2.51
O  4.31  1.83  2.44
H  1.50  4.63  1.76
H  2.99  4.45  1.59
O  2.13  4.10  1.27

Number 1: LUMO energy 0.10 eV. Number 2: LUMO energy 0.34 eV. Number 3: LUMO energy 0.32 eV. Number 4: LUMO energy -2.67 eV. Number 5: LUMO energy -0.32 eV. Number 6: LUMO energy -2.53 eV.